230
Properties=species:S:1:pos:R:3:lowdin_charge:R:1 method="wB97M-V/def2-TZVPD" orbital_gap_ha=0.341 homo_energy_ha=-0.33679
C 7.458 8.104 6.604 -0.081
C 6.682 6.856 6.296 -0.449
C 5.793 6.929 5.065 -0.195
O 5.071 5.717 4.898 -0.193
C 3.715 5.837 4.556 -0.117
N 7.765 5.911 6.138 0.013
H 7.886 8.552 5.707 0.084
H 8.087 7.976 7.486 0.087
H 6.735 8.873 6.876 0.072
H 6.200 6.469 7.194 0.144
H 6.341 7.094 4.137 0.130
H 5.090 7.756 5.167 0.119
H 3.471 4.958 3.959 0.086
H 3.543 6.700 3.914 0.084
H 3.039 5.859 5.411 0.085
H 8.240 6.238 5.309 0.067
H 7.640 4.943 5.882 0.068
C -5.743 6.983 0.933 -0.077
C -6.869 6.267 1.695 -0.437
C -6.507 6.292 3.213 -0.192
O -5.351 5.484 3.443 -0.191
C -4.883 5.557 4.766 -0.118
N -8.114 6.967 1.409 0.023
H -5.853 6.951 -0.151 0.073
H -4.776 6.549 1.185 0.073
H -5.819 8.018 1.267 0.077
H -6.954 5.283 1.236 0.137
H -7.375 5.767 3.612 0.120
H -6.495 7.325 3.559 0.126
H -4.076 4.829 4.852 0.090
H -5.644 5.363 5.521 0.084
H -4.497 6.562 4.940 0.085
H -8.008 7.118 0.416 0.061
H -8.129 7.900 1.795 0.065
C -7.505 4.253 -6.469 -0.079
C -8.997 4.476 -6.677 -0.428
C -9.112 5.967 -6.902 -0.238
O -8.792 6.643 -5.716 -0.189
C -9.059 8.031 -5.744 -0.103
N -9.352 3.612 -7.804 0.029
H -7.220 4.826 -5.587 0.072
H -6.834 4.645 -7.233 0.081
H -7.216 3.203 -6.410 0.074
H -9.612 4.198 -5.821 0.139
H -10.146 6.255 -7.090 0.118
H -8.544 6.246 -7.790 0.132
H -8.777 8.390 -4.754 0.089
H -10.104 8.282 -5.926 0.084
H -8.440 8.550 -6.476 0.087
H -10.202 3.953 -8.229 0.061
H -9.644 2.705 -7.468 0.070
C -9.398 -6.375 -1.994 -0.066
C -9.298 -4.995 -1.351 -0.467
C -10.403 -4.013 -1.657 -0.188
O -10.176 -2.726 -1.036 -0.197
C -9.107 -2.008 -1.616 -0.108
N -9.144 -5.256 0.067 0.039
H -8.688 -7.130 -1.656 0.077
H -9.222 -6.108 -3.036 0.073
H -10.337 -6.927 -1.998 0.074
H -8.355 -4.575 -1.702 0.121
H -11.386 -4.319 -1.302 0.128
H -10.590 -3.916 -2.727 0.122
H -9.454 -1.720 -2.609 0.091
H -8.152 -2.532 -1.595 0.078
H -8.979 -1.121 -0.997 0.089
H -10.119 -5.291 0.330 0.071
H -8.930 -4.375 0.513 0.063
C -4.099 -5.602 -6.365 -0.072
C -4.470 -4.466 -7.323 -0.426
C -5.713 -3.674 -6.870 -0.221
O -6.970 -4.342 -6.915 -0.200
C -7.477 -4.311 -8.298 -0.073
N -3.337 -3.535 -7.273 0.017
H -3.327 -6.184 -6.869 0.073
H -4.957 -6.273 -6.329 0.072
H -3.799 -5.287 -5.365 0.083
H -4.530 -4.827 -8.350 0.135
H -5.768 -2.727 -7.405 0.114
H -5.659 -3.518 -5.792 0.126
H -7.290 -3.330 -8.736 0.084
H -8.547 -4.478 -8.171 0.080
H -7.119 -5.163 -8.877 0.080
H -2.547 -4.146 -7.421 0.060
H -3.153 -3.219 -6.332 0.068
C -2.448 0.753 -1.163 -0.071
C -1.039 0.219 -1.362 -0.442
C -0.222 0.020 -0.054 -0.196
O 0.976 -0.640 -0.362 -0.215
C 1.852 -0.757 0.706 -0.115
N -1.245 -1.000 -2.115 0.037
H -2.934 0.905 -2.127 0.079
H -2.435 1.695 -0.616 0.076
H -3.027 -0.014 -0.648 0.073
H -0.454 0.854 -2.027 0.134
H -0.772 -0.611 0.644 0.126
H 0.025 0.949 0.458 0.125
H 2.703 -1.326 0.331 0.095
H 1.305 -1.324 1.460 0.087
H 2.134 0.200 1.145 0.088
H -1.966 -1.525 -1.640 0.062
H -0.431 -1.507 -1.798 0.055
C 4.841 4.552 -7.069 -0.047
C 3.672 5.442 -6.590 -0.442
C 2.359 4.767 -6.308 -0.276
O 1.583 4.395 -7.382 -0.160
C 0.447 3.638 -6.904 -0.096
N 3.989 6.174 -5.394 0.027
H 5.042 3.789 -6.318 0.070
H 5.750 5.138 -7.203 0.073
H 4.561 4.012 -7.974 0.075
H 3.534 6.195 -7.366 0.140
H 1.674 5.451 -5.805 0.121
H 2.481 3.921 -5.632 0.126
H -0.192 3.259 -7.701 0.084
H -0.252 4.265 -6.350 0.082
H 0.649 2.771 -6.276 0.085
H 3.356 6.958 -5.332 0.071
H 3.724 5.627 -4.587 0.069
C -4.868 -2.382 4.630 -0.057
C -5.222 -1.053 3.943 -0.443
C -6.707 -0.716 3.955 -0.233
O -7.095 -0.431 5.267 -0.181
C -8.340 0.178 5.413 -0.114
N -4.399 0.030 4.490 0.045
H -5.436 -3.244 4.279 0.078
H -5.092 -2.260 5.690 0.072
H -3.789 -2.492 4.518 0.075
H -4.992 -1.175 2.885 0.126
H -7.275 -1.553 3.547 0.123
H -6.782 0.091 3.226 0.122
H -8.469 1.121 4.882 0.085
H -8.578 0.425 6.448 0.088
H -9.048 -0.555 5.024 0.088
H -4.495 -0.006 5.495 0.063
H -4.814 0.931 4.300 0.064
C 3.244 -2.190 -6.957 -0.069
C 3.291 -3.433 -6.091 -0.425
C 3.249 -4.622 -7.035 -0.272
O 2.085 -4.731 -7.803 -0.157
C 2.142 -5.891 -8.699 -0.082
N 4.559 -3.405 -5.302 0.028
H 3.333 -1.368 -6.246 0.070
H 2.300 -2.117 -7.498 0.081
H 4.150 -2.064 -7.549 0.084
H 2.523 -3.600 -5.337 0.141
H 3.402 -5.517 -6.431 0.120
H 4.200 -4.615 -7.569 0.120
H 1.367 -5.862 -9.465 0.079
H 1.959 -6.828 -8.174 0.081
H 3.032 -6.044 -9.309 0.082
H 4.601 -2.538 -4.786 0.061
H 5.311 -3.340 -5.973 0.057
C 11.798 -1.638 1.824 -0.024
C 11.010 -0.859 3.006 -0.432
C 11.650 0.529 3.247 -0.225
O 12.961 0.440 3.726 -0.182
C 13.011 -0.322 4.941 -0.096
N 9.620 -0.777 2.640 0.024
H 12.726 -2.120 2.131 0.064
H 12.019 -0.896 1.057 0.071
H 11.180 -2.446 1.434 0.062
H 11.057 -1.430 3.934 0.108
H 11.148 1.176 3.967 0.118
H 11.646 1.107 2.323 0.126
H 12.909 -1.385 4.722 0.074
H 12.164 -0.015 5.555 0.088
H 13.947 -0.242 5.494 0.089
H 9.325 -1.732 2.782 0.073
H 9.219 -0.281 3.422 0.067
C 3.134 -6.163 6.068 -0.243
C 2.058 -7.188 6.430 -0.271
O 1.805 -7.039 7.794 -0.059
O 4.393 -6.696 6.399 -0.067
H 2.931 -5.231 6.595 0.121
H 3.170 -6.014 4.989 0.119
H 2.307 -8.214 6.158 0.119
H 1.151 -7.063 5.839 0.110
H 1.389 -7.829 8.148 0.090
H 4.366 -6.835 7.348 0.080
C 6.891 1.236 9.077 -0.264
C 6.993 0.669 7.648 -0.236
O 6.798 1.540 6.540 -0.076
O 7.867 2.204 9.305 -0.050
H 7.087 0.457 9.813 0.115
H 5.872 1.460 9.393 0.108
H 6.347 -0.192 7.479 0.113
H 8.027 0.355 7.502 0.118
H 6.040 2.122 6.637 0.084
H 8.112 2.671 8.502 0.083
C 5.922 3.453 -0.561 -0.247
C 6.998 2.736 -1.385 -0.255
O 6.867 1.321 -1.400 -0.060
O 4.632 3.347 -1.165 -0.065
H 6.237 4.495 -0.615 0.115
H 6.006 3.147 0.482 0.113
H 7.943 3.024 -0.923 0.112
H 7.032 3.209 -2.366 0.121
H 7.212 0.926 -0.596 0.088
H 4.459 2.444 -1.440 0.077
C 0.841 0.621 8.122 -0.236
C -0.157 -0.069 9.121 -0.252
O -1.438 0.451 9.002 -0.073
O 0.634 0.065 6.856 -0.062
H 1.815 0.183 8.343 0.108
H 1.106 1.673 8.231 0.115
H 0.137 -0.086 10.170 0.109
H -0.250 -1.127 8.877 0.114
H -2.159 0.027 9.473 0.091
H -0.290 0.179 6.622 0.085
C 7.507 -7.241 1.100 -0.211
C 7.077 -6.741 -0.317 -0.219
O 5.731 -6.202 -0.442 -0.095
O 7.526 -6.202 2.107 -0.067
H 8.541 -7.558 0.967 0.109
H 6.875 -8.104 1.314 0.115
H 7.163 -7.476 -1.118 0.108
H 7.742 -5.940 -0.638 0.107
H 5.647 -5.553 -1.144 0.074
H 6.947 -6.468 2.825 0.077
C -2.242 -6.380 0.012 -0.226
C -0.703 -5.998 -0.206 -0.227
O 0.126 -7.111 0.089 -0.075
O -3.023 -5.243 -0.277 -0.078
H -2.296 -6.666 1.062 0.106
H -2.621 -7.250 -0.524 0.114
H -0.422 -5.122 0.379 0.110
H -0.501 -5.669 -1.225 0.108
H 1.031 -6.790 0.082 0.082
H -3.968 -5.406 -0.317 0.084